(1)
{
  "formula": "C16H29N4O2",
  "method": "the ωB97M-V functional and the def2-TZVPD basis",
  "symbols": ["N", "C", "N", "C", "C", "N", "C", "C", "C", "C", "C", "C", "N", "C", "C", "C", "O", "H", "H", "H", "H", "H", "H", "H", "H", "H", "H", "H", "H", "H", "H", "H", "H", "H", "H", "H", "H", "H", "C", "C", "C", "O", "C", "H", "H", "H", "H", "H", "H", "H", "H"],
  "xyz": [[-1.081, 1.069, 4.267], [-0.419, 1.560, 3.029], [-1.278, 1.323, 1.825], [-1.474, -0.157, 1.662], [-1.070, -0.725, 0.253], [0.151, -0.160, -0.331], [0.417, 1.243, 0.032], [1.059, 1.924, -1.231], [2.451, 1.777, -1.364], [3.124, 2.381, -2.478], [2.230, 3.090, -3.339], [0.848, 3.095, -3.057], [0.168, 2.543, -2.030], [-0.813, 2.022, 0.577], [-0.639, 3.567, 0.718], [0.773, 4.096, 1.142], [1.075, 5.277, 0.381], [-1.390, 1.899, 4.779], [-0.331, 0.699, 4.856], [0.480, 0.916, 2.906], [-0.154, 2.619, 3.208], [-2.205, 1.709, 2.053], [-0.933, -0.758, 2.426], [-2.548, -0.412, 1.813], [-1.943, -0.647, -0.434], [-0.887, -1.816, 0.402], [0.959, -0.759, -0.198], [1.207, 1.273, 0.834], [3.029, 1.204, -0.619], [4.211, 2.280, -2.611], [2.616, 3.629, -4.219], [0.207, 3.635, -3.789], [-1.634, 1.872, -0.168], [-0.979, 4.019, -0.241], [-1.370, 3.911, 1.497], [1.606, 3.373, 1.075], [0.711, 4.450, 2.205], [0.243, 5.737, 0.187], [-0.748, -6.347, -1.948], [0.264, -6.227, -0.822], [0.306, -4.726, -0.597], [-0.994, -4.220, -0.930], [-1.738, -5.250, -1.598], [-1.211, -7.330, -2.019], [-0.267, -6.126, -2.904], [-0.116, -6.728, 0.073], [1.240, -6.649, -1.060], [1.034, -4.245, -1.261], [0.549, -4.462, 0.435], [-2.506, -5.614, -0.907], [-2.232, -4.833, -2.477]],
  "lowdin_charge": [0.0408, -0.1854, -0.0539, -0.0848, -0.1637, 0.0083, -0.2491, -0.2554, -0.0246, -0.0137, -0.0485, -0.1279, 0.1347, -0.2020, -0.1043, -0.2344, -0.0653, 0.0866, 0.0929, 0.1448, 0.1301, 0.1885, 0.1321, 0.1443, 0.1254, 0.1219, 0.1229, 0.1303, 0.1177, 0.1148, 0.1114, 0.1183, 0.1693, 0.1235, 0.1273, 0.1142, 0.1141, 0.0901, -0.1697, -0.1716, -0.2171, -0.1656, -0.1994, 0.1172, 0.1174, 0.1171, 0.1164, 0.1165, 0.1107, 0.1184, 0.1183],
  "total_energy_ha": -996.263765,
  "molar_mass_g_mol": 309.4,
  "relative_energy_kcal_mol": 68.0,
  "e_homo_ev": -11.64,
  "total_charge": 1
}

(2)
{
  "formula": "C30H56O30",
  "method": "the ωB97M-V functional and the def2-TZVPD basis",
  "symbols": ["C", "O", "C", "O", "O", "C", "H", "H", "H", "H", "H", "H", "C", "O", "C", "O", "O", "C", "H", "H", "H", "H", "H", "H", "C", "O", "C", "O", "O", "C", "H", "H", "H", "H", "H", "H", "C", "O", "C", "O", "O", "C", "H", "H", "H", "H", "H", "H", "C", "O", "C", "O", "O", "C", "H", "H", "H", "H", "H", "H", "C", "O", "C", "O", "O", "C", "H", "H", "H", "H", "H", "H", "C", "O", "C", "O", "O", "C", "H", "H", "H", "H", "H", "H", "C", "O", "C", "O", "O", "C", "H", "H", "H", "H", "H", "H", "O", "C", "O", "C", "C", "O", "H", "H", "H", "H", "O", "C", "O", "C", "C", "O", "H", "H", "H", "H"],
  "xyz": [[-2.207, 1.218, -4.177], [-1.098, 1.220, -5.027], [-1.137, 0.679, -6.276], [-0.151, 0.546, -6.955], [-2.470, 0.459, -6.650], [-2.752, -0.102, -7.933], [-1.960, 1.880, -3.346], [-2.496, 0.295, -3.675], [-3.110, 1.639, -4.620], [-2.624, -1.184, -7.899], [-2.126, 0.320, -8.719], [-3.818, 0.040, -8.105], [4.636, -3.057, -7.874], [4.303, -2.409, -6.656], [3.942, -1.148, -6.713], [3.910, -0.391, -7.710], [3.546, -0.778, -5.417], [3.150, 0.496, -4.998], [5.265, -2.396, -8.469], [3.727, -3.307, -8.420], [5.106, -3.993, -7.579], [2.362, 0.239, -4.290], [2.684, 1.087, -5.785], [3.800, 1.055, -4.324], [0.272, 3.866, 0.833], [-0.463, 4.484, 1.868], [-1.447, 3.809, 2.398], [-2.006, 2.751, 2.029], [-1.824, 4.445, 3.504], [-2.671, 3.749, 4.445], [0.617, 2.881, 1.147], [1.147, 4.493, 0.668], [-0.275, 3.761, -0.103], [-3.669, 3.820, 4.014], [-2.523, 4.191, 5.428], [-2.353, 2.712, 4.533], [-4.548, -1.409, 4.783], [-3.873, -2.555, 4.220], [-3.101, -2.386, 3.101], [-3.003, -1.343, 2.511], [-2.340, -3.489, 3.027], [-1.272, -3.527, 2.094], [-3.807, -0.624, 4.962], [-4.912, -1.490, 5.805], [-5.184, -0.986, 4.007], [-0.908, -4.554, 2.142], [-0.373, -3.024, 2.454], [-1.599, -3.267, 1.089], [1.518, 2.713, 7.639], [0.721, 1.647, 7.099], [0.472, 1.703, 5.824], [1.010, 2.336, 4.920], [-0.497, 0.803, 5.652], [-0.862, 0.238, 4.372], [1.008, 3.673, 7.566], [2.445, 2.704, 7.066], [1.854, 2.559, 8.663], [-0.977, -0.838, 4.484], [-0.109, 0.367, 3.595], [-1.774, 0.736, 4.046], [2.214, -1.171, 2.401], [1.423, -1.449, 3.567], [1.630, -2.403, 4.419], [0.864, -2.838, 5.246], [2.943, -2.881, 4.337], [3.358, -4.067, 5.062], [1.883, -1.941, 1.706], [3.276, -1.327, 2.594], [2.132, -0.130, 2.094], [3.236, -3.954, 6.138], [4.361, -4.423, 4.826], [2.840, -4.974, 4.746], [1.731, -5.984, 0.658], [2.068, -5.673, -0.655], [2.138, -4.390, -1.091], [2.203, -3.358, -0.440], [2.357, -4.472, -2.422], [2.461, -3.285, -3.178], [1.931, -7.043, 0.813], [0.666, -5.885, 0.876], [2.331, -5.318, 1.280], [1.532, -2.730, -3.028], [2.342, -3.504, -4.239], [3.269, -2.569, -3.034], [1.515, 3.288, -4.444], [2.818, 3.534, -3.939], [2.904, 4.015, -2.710], [2.011, 4.159, -1.906], [4.156, 4.398, -2.587], [4.663, 4.797, -1.344], [0.731, 3.887, -3.981], [1.255, 2.254, -4.218], [1.476, 3.467, -5.517], [3.895, 5.250, -0.718], [5.460, 5.530, -1.460], [5.062, 3.890, -0.889], [-8.148, 2.258, 0.086], [-7.194, 1.928, 0.741], [-6.124, 1.211, 0.258], [-5.301, 0.832, 1.335], [-5.637, 1.879, 2.422], [-7.016, 2.110, 2.034], [-5.534, -0.199, 1.603], [-4.247, 0.820, 1.057], [-5.157, 2.849, 2.295], [-5.577, 1.551, 3.458], [1.202, -0.075, -2.383], [0.383, -0.149, -1.512], [0.642, -0.240, -0.193], [-0.536, -0.421, 0.567], [-1.519, -0.897, -0.527], [-0.928, -0.276, -1.648], [-0.544, -1.138, 1.386], [-0.968, 0.493, 0.979], [-2.566, -0.643, -0.369], [-1.543, -1.949, -0.819]],
  "lowdin_charge": [-0.0779, -0.0100, -0.5027, 0.1422, -0.0569, -0.0455, 0.0943, 0.0890, 0.0956, 0.0926, 0.0954, 0.0921, -0.0321, -0.0052, -0.5023, 0.0835, -0.0377, -0.0737, 0.0979, 0.0995, 0.0955, 0.0609, 0.0926, 0.0966, -0.0327, 0.0341, -0.5812, 0.0579, -0.0019, -0.0041, 0.0962, 0.0898, 0.0995, 0.0860, 0.1004, 0.0688, -0.0231, -0.0107, -0.5507, 0.1224, 0.0195, -0.0235, 0.0785, 0.1016, 0.0799, 0.0904, 0.0835, 0.0939, -0.0203, 0.0219, -0.6189, 0.1068, 0.0007, -0.0221, 0.1005, 0.0946, 0.0928, 0.0866, 0.0797, 0.0692, 0.0065, -0.0263, -0.5814, 0.1321, -0.0513, -0.0430, 0.0824, 0.0998, 0.1030, 0.0926, 0.0872, 0.0858, -0.0572, -0.0093, -0.5304, 0.1137, 0.0020, -0.0482, 0.0993, 0.0814, 0.0958, 0.0841, 0.0956, 0.1048, -0.0423, 0.0129, -0.6104, 0.1154, 0.0117, -0.0435, 0.0970, 0.0700, 0.1059, 0.0908, 0.0953, 0.1010, 0.1506, -0.5663, 0.0489, -0.1375, -0.0603, 0.0560, 0.1202, 0.1138, 0.1220, 0.1249, 0.1553, -0.5505, 0.0582, -0.1141, -0.0980, 0.0455, 0.0879, 0.1190, 0.1259, 0.1261],
  "total_energy_ha": -3433.849681,
  "molar_mass_g_mol": 896.7,
  "relative_energy_kcal_mol": 26.1,
  "smiles": "COC(=O)OC.COC(=O)OC.COC(=O)OC.COC(=O)OC.COC(=O)OC.COC(=O)OC.COC(=O)OC.COC(=O)OC.O=C1OCCO1.O=C1OCCO1",
  "e_homo_ev": -10.19,
  "total_charge": 0
}

(3)
{
  "formula": "C5H7O3Tl",
  "method": "the ωB97M-V functional and the def2-TZVPD basis",
  "symbols": ["C", "H", "H", "C", "H", "C", "C", "O", "C", "O", "O", "H", "H", "H", "H", "Tl"],
  "xyz": [[-0.854, 0.281, -2.385], [0.182, 0.246, -2.009], [-0.966, -0.129, -3.405], [-1.875, 0.700, -1.605], [-2.843, 0.586, -2.136], [-0.599, -1.915, 1.596], [0.436, -1.303, 1.040], [0.469, 0.109, 1.064], [1.623, 0.763, 0.917], [2.723, 0.286, 0.931], [1.310, 2.031, 0.653], [-0.476, -2.932, 1.962], [-1.514, -1.377, 1.848], [1.361, -1.767, 0.704], [2.111, 2.559, 0.534], [-1.087, 1.861, 0.292]],
  "lowdin_charge": [-0.2241, 0.0032, 0.0318, -0.3653, -0.0067, 0.0715, -0.1231, -0.1510, -0.6536, 0.1604, -0.0498, 0.0749, 0.0789, 0.1329, 0.1562, 0.8637],
  "total_energy_ha": -592.791810,
  "molar_mass_g_mol": 319.5,
  "relative_energy_kcal_mol": 58.6,
  "e_homo_ev": -6.93,
  "total_charge": 0
}

(4)
{
  "formula": "C5H12N2O",
  "method": "the ωB97M-V functional and the def2-TZVPD basis",
  "symbols": ["C", "N", "C", "C", "C", "C", "N", "O", "H", "H", "H", "H", "H", "H", "H", "H", "H", "H", "H", "H"],
  "xyz": [[-1.736, -0.355, -0.682], [-0.506, -0.285, -1.516], [1.058, -1.376, 1.267], [1.546, -0.646, 0.025], [0.557, 0.300, -0.717], [-0.085, 1.360, 0.174], [0.811, 2.236, 0.707], [-1.564, -0.805, 0.531], [-2.145, 0.689, -0.718], [-0.188, -1.212, -1.742], [0.878, -0.757, 2.137], [1.808, -2.123, 1.524], [0.136, -1.784, 1.040], [2.438, -0.053, 0.255], [1.727, -1.391, -0.730], [1.199, 0.792, -1.425], [-0.572, 0.844, 1.094], [-2.460, -0.881, -1.340], [0.316, 3.140, 0.829], [-0.881, 1.877, -0.368]],
  "lowdin_charge": [-0.4532, -0.0006, -0.1036, -0.1874, -0.3563, -0.3017, 0.2144, -0.0812, 0.1069, 0.0969, 0.0728, 0.0768, 0.0204, 0.1071, 0.0987, 0.1286, 0.2107, 0.1392, 0.0805, 0.1311],
  "total_energy_ha": -382.228755,
  "molar_mass_g_mol": 116.2,
  "relative_energy_kcal_mol": 171.8,
  "e_homo_ev": -8.65,
  "total_charge": 0
}

(5)
{
  "formula": "C6H14O2S",
  "method": "the ωB97M-V functional and the def2-TZVPD basis",
  "symbols": ["C", "C", "C", "O", "C", "C", "O", "C", "S", "H", "H", "H", "H", "H", "H", "H", "H", "H", "H", "H", "H", "H", "H"],
  "xyz": [[0.704, -1.412, -1.454], [-0.304, -0.363, -0.847], [-0.505, 0.843, -1.785], [-1.543, -1.155, -0.704], [0.085, -0.114, 0.659], [1.496, 0.355, 0.766], [-0.103, -1.332, 1.366], [-0.839, 1.158, 1.456], [-0.415, 1.020, 3.231], [1.427, -0.811, -1.931], [0.161, -1.970, -2.197], [1.212, -2.000, -0.757], [-1.346, 1.366, -1.372], [-0.804, 0.648, -2.710], [0.402, 1.399, -1.910], [-2.393, -0.709, -0.415], [2.250, -0.536, 0.577], [1.673, 1.171, 0.092], [1.707, 0.801, 1.748], [-0.833, -1.636, 0.924], [-0.532, 2.104, 1.135], [-1.923, 1.061, 1.125], [0.422, 0.112, 3.004]],
  "lowdin_charge": [0.0078, -0.4465, 0.0110, -0.0761, -0.5040, -0.0632, -0.0097, -0.4174, 0.7420, 0.0681, 0.0910, 0.0608, 0.0828, 0.0373, 0.0884, 0.1331, 0.1385, 0.0788, 0.0557, 0.0271, 0.0217, 0.0791, -0.2063],
  "total_energy_ha": -785.607892,
  "molar_mass_g_mol": 150.2,
  "relative_energy_kcal_mol": 7.3,
  "smiles": "CC(C)(O)[C@](C)(O)CS",
  "e_homo_ev": -8.85,
  "total_charge": 0
}